# 1
Density functional theory data (the ωB97M-V functional and the def2-TZVPD basis) for C59H48BN6O3Zn as an isolated structure.

Calculated values
- Charge: -1
- E_tot: -126144.7621 eV
- Maximum force: 0.63 eV Å⁻¹
- Orbital gap: 5.5 eV
- HOMO level: -3.7 eV

Cartesian coordinates (Å):
Zn  -1.510  -0.451  0.423
C  -7.058  2.106  -4.063
C  -5.739  2.527  -3.962
C  -4.858  1.870  -3.118
C  -5.282  0.781  -2.357
C  -6.600  0.354  -2.479
C  -7.484  1.013  -3.322
C  -4.296  0.118  -1.468
C  -3.226  -0.532  -2.108
C  -3.201  -0.853  -3.519
C  -2.119  -1.641  -3.713
C  -1.470  -1.777  -2.428
C  -0.295  -2.493  -2.213
C  0.296  -3.194  -3.388
C  -0.122  -4.472  -3.748
C  0.431  -5.110  -4.848
C  1.411  -4.480  -5.602
C  1.839  -3.209  -5.247
C  1.284  -2.574  -4.146
C  0.397  -2.586  -1.001
N  0.015  -1.998  0.155
C  0.998  -2.205  1.051
C  0.964  -1.794  2.400
C  2.240  -1.857  3.154
C  3.337  -1.118  2.713
C  4.536  -1.147  3.404
C  4.664  -1.919  4.550
C  3.581  -2.662  4.996
C  2.381  -2.631  4.303
C  -0.178  -1.351  3.059
C  -0.248  -0.991  4.461
C  -1.542  -0.700  4.718
C  -2.253  -0.834  3.459
N  -1.409  -1.233  2.490
C  -3.603  -0.478  3.278
C  -4.207  -0.242  2.045
C  -5.584  0.184  1.878
C  -5.752  0.455  0.566
C  -4.499  0.126  -0.088
N  -3.594  -0.273  0.839
C  -4.423  -0.282  4.499
C  -4.584  -1.324  5.412
C  -5.346  -1.157  6.558
C  -5.963  0.059  6.814
C  -5.801  1.107  5.919
C  -5.035  0.937  4.777
C  2.061  -2.979  0.452
C  1.675  -3.237  -0.823
N  -2.172  -1.089  -1.488
H  -7.748  2.623  -4.716
H  -5.393  3.374  -4.540
H  -3.827  2.195  -3.028
H  -6.928  -0.518  -1.927
H  -8.505  0.664  -3.406
H  -3.932  -0.541  -4.245
H  -1.793  -2.104  -4.631
H  -0.887  -4.957  -3.157
H  0.097  -6.104  -5.117
H  1.841  -4.980  -6.460
H  2.608  -2.714  -5.827
H  1.614  -1.586  -3.847
H  3.230  -0.494  1.833
H  5.372  -0.557  3.051
H  5.601  -1.941  5.090
H  3.670  -3.272  5.886
H  1.542  -3.226  4.641
H  0.583  -0.927  5.141
H  -1.971  -0.371  5.650
H  -6.325  0.244  2.658
H  -6.642  0.825  0.087
H  -4.106  -2.273  5.208
H  -5.460  -1.980  7.251
H  -6.563  0.190  7.705
H  -6.266  2.065  6.114
H  -4.886  1.764  4.093
H  2.956  -3.312  0.950
H  2.204  -3.800  -1.575
C  5.865  4.517  1.346
C  5.634  3.026  1.066
C  6.069  2.745  -0.373
C  6.518  2.190  2.001
C  4.164  2.679  1.307
C  3.598  2.942  2.555
C  2.267  2.656  2.852
C  1.504  2.090  1.856
O  0.213  1.686  1.880
B  -0.070  1.070  0.623
O  1.114  1.231  -0.172
C  2.052  1.814  0.613
C  3.368  2.099  0.313
H  6.896  4.790  1.118
H  5.676  4.760  2.391
H  5.202  5.129  0.735
H  7.117  3.021  -0.498
H  5.483  3.325  -1.087
H  5.971  1.689  -0.624
H  7.570  2.445  1.862
H  6.392  1.127  1.794
H  6.260  2.359  3.046
H  4.212  3.374  3.335
H  1.850  2.854  3.829
H  3.760  1.857  -0.663
N  -1.235  1.865  -2.647
C  -0.240  1.548  -3.125
N  0.920  1.186  -3.682
C  0.912  1.048  -5.136
C  2.238  0.456  -5.583
O  3.338  1.202  -5.099
C  3.336  1.221  -3.681
C  2.087  1.892  -3.150
H  0.764  2.026  -5.617
H  0.090  0.390  -5.418
H  2.302  0.470  -6.671
H  2.319  -0.585  -5.238
H  4.224  1.776  -3.373
H  3.403  0.196  -3.292
H  2.073  2.947  -3.459
H  2.041  1.838  -2.062

***

# 2
Density functional theory data (the ωB97M-V functional and the def2-TZVPD basis) for a 9-piece molecular cluster, C59H50BCl2INO19 overall at a distorted geometry.

Calculated values
- Charge: -1
- E_tot: -136204.0177 eV
- Maximum force: 3.63 eV Å⁻¹
- Orbital gap: 5.0 eV
- HOMO level: -5.5 eV

Cartesian coordinates (Å):
C  1.125  2.354  -4.377
C  -0.146  1.848  -5.106
B  -0.930  0.640  -4.312
N  0.032  -0.034  -3.209
C  0.719  -0.911  -3.670
O  1.518  -1.647  -4.137
O  -2.166  1.220  -3.696
C  -3.229  0.610  -4.390
C  -4.565  0.618  -3.647
C  -4.886  1.966  -2.987
C  -6.389  2.059  -2.670
I  -6.838  1.265  -0.720
C  -2.671  -0.807  -4.605
C  -3.479  -1.610  -5.684
Cl  -2.481  -2.056  -7.124
C  -4.120  -2.930  -5.184
C  -4.157  -3.124  -3.680
Cl  -5.875  -2.909  -5.750
O  -1.420  -0.431  -5.224
H  0.993  2.358  -3.293
H  1.336  3.388  -4.663
H  1.952  1.701  -4.664
H  0.164  1.464  -6.087
H  -0.823  2.688  -5.287
H  -3.304  1.177  -5.332
H  -5.340  0.363  -4.380
H  -4.541  -0.168  -2.887
H  -4.314  2.015  -2.063
H  -4.613  2.759  -3.686
H  -6.768  3.076  -2.752
H  -6.962  1.465  -3.380
H  -2.307  -1.332  -3.720
H  -4.250  -0.950  -6.068
H  -3.667  -3.756  -5.721
H  -4.452  -2.230  -3.137
H  -4.871  -3.908  -3.427
H  -3.169  -3.446  -3.342
C  4.232  2.356  -2.549
C  4.885  1.964  -1.461
C  5.918  2.814  -0.838
O  6.501  2.449  0.167
C  6.212  4.124  -1.470
C  5.565  4.521  -2.563
C  4.518  3.664  -3.184
O  3.903  4.010  -4.170
H  3.464  1.753  -3.017
H  4.687  1.016  -0.978
H  6.973  4.730  -0.993
H  5.760  5.477  -3.036
C  -6.307  -6.707  -7.549
C  -6.103  -6.335  -6.287
C  -5.051  -6.975  -5.459
O  -4.863  -6.640  -4.309
C  -4.236  -8.043  -6.090
C  -4.442  -8.414  -7.351
C  -5.494  -7.774  -8.180
O  -5.679  -8.114  -9.330
H  -7.067  -6.252  -8.170
H  -6.682  -5.558  -5.810
H  -3.473  -8.495  -5.469
H  -3.860  -9.190  -7.830
C  2.571  2.220  1.639
C  2.069  1.698  2.754
C  0.690  1.153  2.795
O  0.232  0.678  3.816
C  -0.112  1.204  1.549
C  0.385  1.725  0.430
C  1.764  2.273  0.392
O  2.223  2.752  -0.623
H  3.570  2.620  1.579
H  2.636  1.646  3.672
H  -1.114  0.797  1.605
H  -0.179  1.775  -0.494
C  -2.046  -3.061  6.366
C  -2.275  -2.859  7.659
C  -1.808  -1.625  8.337
O  -2.020  -1.447  9.524
C  -1.083  -0.628  7.523
C  -0.850  -0.823  6.226
C  -1.315  -2.058  5.545
O  -1.113  -2.253  4.367
H  -2.376  -3.954  5.850
H  -2.805  -3.575  8.275
H  -0.756  0.264  8.042
H  -0.319  -0.103  5.616
C  -7.533  0.767  8.260
C  -6.437  1.486  8.029
C  -5.091  0.974  8.393
O  -4.093  1.629  8.184
C  -5.014  -0.369  9.021
C  -6.112  -1.086  9.250
C  -7.457  -0.576  8.888
O  -8.458  -1.229  9.095
H  -8.523  1.121  8.003
H  -6.471  2.466  7.571
H  -4.023  -0.724  9.278
H  -6.079  -2.067  9.707
C  5.598  5.984  -7.347
C  5.554  6.247  -6.043
C  6.139  7.492  -5.492
O  6.106  7.731  -4.302
C  6.772  8.437  -6.445
C  6.814  8.175  -7.748
C  6.229  6.926  -8.302
O  6.271  6.692  -9.491
H  5.177  5.080  -7.769
H  5.095  5.573  -5.329
H  7.191  9.340  -6.020
H  7.271  8.848  -8.462
C  1.813  -5.431  5.531
C  2.090  -6.727  5.653
C  2.266  -7.354  6.987
O  2.520  -8.534  7.100
C  2.121  -6.481  8.179
C  1.845  -5.185  8.057
C  1.669  -4.559  6.723
O  1.414  -3.380  6.610
H  1.680  -4.952  4.569
H  2.198  -7.380  4.797
H  2.253  -6.958  9.142
H  1.736  -4.531  8.913
C  7.202  2.695  5.958
C  6.051  2.543  5.309
C  6.015  2.420  3.830
O  4.967  2.290  3.231
C  7.303  2.465  3.101
C  8.454  2.619  3.752
C  8.496  2.745  5.229
O  9.545  2.882  5.824
H  7.254  2.789  7.035
H  5.096  2.506  5.819
H  7.240  2.362  2.022
H  9.408  2.655  3.240